{
  "formula": "C26H42BrCdN4OSSi",
  "method": "wB97M-V/def2-TZVPD",
  "total_charge": -1,
  "homo_ev": -3.933,
  "gap_ev": 6.354,
  "lumo_ev": 2.4,
  "multiplicity": 1,
  "species": ["Cd", "N", "C", "S", "N", "N", "C", "C", "C", "C", "C", "C", "C", "O", "H", "H", "H", "H", "H", "H", "H", "C", "C", "C", "C", "Si", "Br", "C", "C", "C", "C", "C", "C", "C", "C", "H", "H", "H", "H", "H", "H", "H", "H", "H", "H", "H", "H", "H", "H", "H", "H", "H", "H", "H", "H", "H", "H", "H", "H", "H", "H", "H", "C", "C", "C", "C", "C", "C", "N", "H", "H", "H", "H", "H", "H", "H", "H"],
  "positions_angstrom": [[-0.10, -0.07, 0.35], [-0.06, -4.62, -0.61], [0.12, -3.25, -0.52], [0.01, -2.59, 1.08], [0.36, -2.65, -1.63], [0.58, -1.29, -1.59], [1.30, -0.88, -2.57], [1.75, 0.47, -2.83], [2.61, 0.65, -3.92], [3.15, 1.87, -4.25], [2.80, 2.98, -3.46], [1.95, 2.84, -2.39], [1.37, 1.59, -2.04], [0.55, 1.53, -1.05], [-0.65, -5.00, 0.11], [-0.24, -4.96, -1.54], [1.66, -1.64, -3.26], [2.87, -0.22, -4.52], [3.81, 1.98, -5.10], [3.22, 3.95, -3.70], [1.68, 3.70, -1.78], [6.70, -2.52, 1.42], [5.20, -2.23, 1.31], [4.73, -2.52, -0.13], [4.43, -3.20, 2.22], [4.84, -0.40, 1.80], [2.73, 0.05, 0.99], [4.67, -0.11, 3.71], [5.91, -0.65, 4.45], [4.53, 1.39, 4.00], [3.41, -0.79, 4.27], [5.95, 0.90, 0.88], [6.14, 0.49, -0.59], [7.32, 1.00, 1.56], [5.31, 2.30, 0.87], [6.89, -3.57, 1.19], [7.08, -2.33, 2.43], [7.28, -1.92, 0.72], [4.93, -3.57, -0.37], [5.24, -1.90, -0.87], [3.66, -2.35, -0.23], [4.59, -4.22, 1.86], [3.36, -3.01, 2.19], [4.78, -3.16, 3.25], [6.83, -0.19, 4.09], [6.00, -1.73, 4.34], [5.82, -0.43, 5.52], [5.44, 1.94, 3.74], [4.34, 1.53, 5.07], [3.69, 1.82, 3.45], [3.44, -1.88, 4.17], [2.51, -0.43, 3.78], [3.33, -0.56, 5.34], [6.72, -0.43, -0.69], [6.67, 1.29, -1.12], [5.17, 0.36, -1.08], [7.83, 0.03, 1.60], [7.24, 1.38, 2.58], [7.96, 1.69, 1.00], [4.38, 2.30, 0.30], [6.00, 3.00, 0.39], [5.09, 2.67, 1.87], [-0.56, 3.41, 1.01], [-0.85, 2.47, 2.14], [-1.17, 2.83, 3.44], [-1.40, 1.62, 4.15], [-1.19, 0.59, 3.26], [-1.33, -0.87, 3.52], [-0.86, 1.10, 2.02], [-0.86, 4.42, 1.29], [-1.10, 3.12, 0.11], [0.50, 3.42, 0.75], [-1.25, 3.84, 3.81], [-1.67, 1.53, 5.19], [-1.85, -1.02, 4.47], [-0.36, -1.38, 3.58], [-1.91, -1.37, 2.74]]
}

***

{
  "formula": "C26H42BrCuNOP2",
  "method": "wB97M-V/def2-TZVPD",
  "total_charge": 2,
  "homo_ev": [-14.043, -14.040],
  "gap_ev": [7.475, 5.100],
  "s_squared": 0.756,
  "lumo_ev": [-6.6, -8.9],
  "multiplicity": 2,
  "species": ["C", "C", "C", "C", "N", "C", "C", "C", "C", "C", "C", "C", "C", "C", "Cu", "P", "H", "H", "H", "H", "H", "H", "H", "H", "C", "C", "H", "H", "H", "H", "H", "C", "C", "H", "H", "H", "H", "H", "C", "C", "H", "H", "H", "H", "H", "Br", "P", "C", "C", "H", "H", "H", "H", "H", "C", "C", "H", "H", "H", "H", "H", "C", "C", "H", "H", "H", "H", "H", "C", "O", "H", "H", "H", "H"],
  "positions_angstrom": [[3.08, 4.99, -1.37], [1.96, 4.34, -1.88], [1.96, 4.01, -3.25], [3.05, 4.44, -4.04], [4.05, 5.17, -3.54], [4.10, 5.39, -2.23], [0.90, 4.00, -0.96], [0.03, 3.69, -0.15], [-1.08, 2.91, 0.40], [-0.86, 1.96, 1.42], [-1.83, 0.96, 1.63], [-2.90, 0.87, 0.71], [-3.29, 1.95, -0.07], [-2.35, 2.97, -0.22], [-2.18, -0.77, 0.25], [0.86, -0.54, -0.32], [1.15, 3.45, -3.71], [3.15, 5.21, -0.31], [3.08, 4.21, -5.12], [4.97, 5.93, -1.84], [-2.57, 3.82, -0.87], [0.07, 1.98, 2.00], [-4.28, 1.99, -0.53], [-1.80, 0.35, 2.52], [1.65, -2.19, -0.09], [2.90, -2.56, -0.86], [0.85, -2.92, -0.31], [1.83, -2.26, 1.00], [3.14, -3.61, -0.62], [2.78, -2.50, -1.94], [3.78, -1.98, -0.58], [1.18, -0.03, -2.07], [2.56, 0.51, -2.42], [0.43, 0.75, -2.27], [0.92, -0.89, -2.70], [2.60, 0.66, -3.50], [2.74, 1.48, -1.95], [3.37, -0.18, -2.15], [1.97, 0.59, 0.67], [3.46, 0.28, 0.71], [1.57, 0.52, 1.69], [1.76, 1.62, 0.31], [3.92, 1.01, 1.39], [3.67, -0.72, 1.11], [3.95, 0.39, -0.27], [-4.32, -0.82, 1.02], [-1.93, -2.03, -1.76], [-0.81, -2.89, -2.89], [-1.37, -4.14, -3.56], [0.10, -3.12, -2.31], [-0.52, -2.16, -3.66], [-0.60, -4.55, -4.22], [-1.62, -4.93, -2.84], [-2.25, -3.92, -4.17], [-3.05, -3.32, -1.08], [-4.41, -3.49, -1.74], [-3.21, -3.08, -0.01], [-2.47, -4.25, -1.11], [-5.03, -4.10, -1.08], [-4.96, -2.55, -1.91], [-4.33, -4.02, -2.70], [-2.87, -0.76, -2.72], [-3.31, -1.14, -4.12], [-2.18, 0.09, -2.77], [-3.72, -0.43, -2.09], [-3.86, -0.29, -4.53], [-2.46, -1.34, -4.78], [-3.99, -2.01, -4.14], [0.81, -0.47, 4.07], [0.42, -1.25, 2.93], [1.86, -0.66, 4.33], [0.18, -0.66, 4.96], [0.69, 0.58, 3.77], [0.33, -2.17, 3.22]]
}

***

Electronic energy values (in Ha) by entry order: -4739.7968; -6042.4008.
Molar mass values (in g mol⁻¹) by entry order: 679.118; 590.026.